# C17H39BeN5O12S

C17H39BeN5O12S as an isolated structure in a non-equilibrium geometry (ωB97M-V with the def2-TZVPD basis set, OMol25).

Atoms and positions in Å:
Be (27.277, 1.807, 8.691)
O (25.776, -0.075, 9.244)
C (24.825, 0.029, 8.242)
C (25.595, 0.243, 6.868)
O (26.590, 1.261, 6.746)
H (24.076, 0.804, 8.440)
H (24.282, -0.921, 8.229)
H (24.801, 0.316, 6.116)
H (26.004, -0.741, 6.612)
C (27.648, 5.916, 6.179)
N (26.996, 4.969, 7.131)
O (27.639, 3.937, 7.289)
O (25.925, 5.235, 7.649)
H (26.951, 6.657, 5.789)
H (27.909, 5.240, 5.368)
H (28.438, 6.492, 6.658)
C (29.148, 1.972, 5.516)
C (28.975, 0.589, 4.994)
O (30.008, 0.333, 4.003)
S (31.394, 1.013, 4.556)
O (32.246, 1.526, 3.480)
O (31.958, 0.202, 5.606)
O (30.479, 2.211, 5.236)
H (28.920, 2.054, 6.578)
H (28.546, 2.741, 5.028)
H (27.979, 0.433, 4.578)
H (28.985, -0.217, 5.728)
C (25.430, 4.103, 10.892)
O (26.333, 3.613, 10.195)
N (25.551, 4.485, 12.157)
C (24.666, 5.555, 12.644)
C (26.633, 4.121, 13.049)
H (24.557, 4.533, 10.381)
H (23.875, 5.915, 11.989)
H (25.227, 6.478, 12.800)
H (24.290, 5.123, 13.572)
H (27.007, 3.116, 12.857)
H (27.428, 4.795, 12.719)
H (26.456, 4.312, 14.105)
C (29.034, -1.267, 8.821)
O (28.869, -0.077, 8.591)
N (30.218, -1.931, 8.768)
C (31.406, -1.128, 8.340)
C (30.477, -3.337, 9.095)
H (28.290, -1.957, 9.250)
H (32.138, -1.159, 9.147)
H (31.165, -0.091, 8.125)
H (31.785, -1.653, 7.464)
H (31.116, -3.415, 9.977)
H (29.615, -3.928, 9.405)
H (30.993, -3.884, 8.306)
C (28.595, 0.811, 11.729)
O (28.477, 1.619, 10.814)
N (29.399, 0.980, 12.817)
C (29.411, 0.004, 13.928)
C (30.241, 2.106, 13.111)
H (28.094, -0.167, 11.714)
H (29.029, 0.437, 14.853)
H (30.454, -0.298, 14.012)
H (28.792, -0.874, 13.746)
H (30.521, 2.758, 12.286)
H (29.583, 2.624, 13.816)
H (31.135, 1.881, 13.691)
C (30.174, 4.110, 9.162)
O (29.746, 3.037, 8.785)
N (31.196, 4.795, 8.612)
C (31.751, 4.384, 7.329)
C (31.650, 6.062, 9.234)
H (29.840, 4.516, 10.131)
H (31.624, 3.316, 7.160)
H (32.798, 4.644, 7.176)
H (31.247, 4.888, 6.501)
H (30.721, 6.456, 9.643)
H (32.482, 5.811, 9.892)
H (32.016, 6.770, 8.491)

Values from the calculation:
- Largest force on an atom: 4.6 eV/A
- 2S+1: 1
- DFT total energy: -2260.4501 a.u.
- LUMO: 0.1 eV
- Net charge: 0
- Gap between HOMO and LUMO: 6.046 eV
- HOMO energy: -5.97 eV
- M: 546.6 g mol⁻¹


# C17H39Cl8N3O4

A 8-piece molecular cluster, C17H39Cl8N3O4 overall in a non-equilibrium geometry (ωB97M-V with the def2-TZVPD basis set, OMol25).

Atoms and positions in Å:
C (1.141, -3.354, -1.936)
C (2.176, -3.595, -3.080)
N (1.846, -3.789, -4.356)
O (3.392, -3.526, -2.961)
H (0.883, -4.365, -1.620)
H (0.185, -2.897, -2.190)
H (1.553, -2.753, -1.126)
H (0.937, -3.424, -4.601)
H (2.646, -3.855, -4.969)
C (6.016, 1.170, 1.714)
C (4.724, 0.940, 2.482)
N (4.638, 0.400, 3.646)
O (3.662, 1.241, 2.018)
H (6.208, 2.205, 1.429)
H (6.244, 0.436, 0.941)
H (6.859, 1.117, 2.403)
H (3.719, 0.149, 3.980)
H (5.399, 0.152, 4.262)
C (-1.816, -0.120, -6.046)
C (-0.953, -0.660, -4.904)
N (0.271, -0.332, -4.933)
O (-1.458, -1.416, -4.020)
H (-2.543, -0.905, -6.250)
H (-1.289, 0.092, -6.976)
H (-2.433, 0.688, -5.653)
H (0.753, -0.573, -4.079)
H (0.498, 0.496, -5.465)
C (0.133, 1.095, 1.250)
C (0.335, 0.359, -0.128)
C (-0.790, 0.589, -1.072)
O (1.400, 0.902, -0.854)
H (0.767, 0.741, 2.062)
H (-0.798, 1.068, 1.815)
H (0.382, 2.145, 1.095)
H (0.354, -0.700, 0.131)
H (-1.365, 1.420, -0.663)
H (-1.386, -0.302, -1.269)
H (-0.522, 0.800, -2.107)
H (2.201, 0.542, -0.466)
Cl (2.129, 4.134, 5.169)
C (1.393, 3.787, 3.596)
C (2.311, 4.287, 2.532)
Cl (2.368, 6.008, 2.775)
H (0.370, 4.162, 3.581)
H (1.362, 2.698, 3.551)
H (2.087, 4.141, 1.475)
H (3.242, 3.761, 2.744)
Cl (0.096, -0.659, 4.658)
C (-0.823, -1.984, 3.812)
C (0.091, -3.222, 3.412)
Cl (1.049, -2.694, 2.085)
H (-1.457, -1.618, 3.005)
H (-1.627, -2.315, 4.469)
H (-0.362, -4.190, 3.198)
H (0.810, -3.495, 4.184)
Cl (-4.186, 1.529, 0.517)
C (-4.263, 3.362, 0.687)
C (-2.954, 4.017, 1.108)
Cl (-2.741, 3.618, 2.810)
H (-5.084, 3.665, 1.337)
H (-4.468, 3.644, -0.346)
H (-2.971, 5.105, 1.032)
H (-2.085, 3.689, 0.539)
Cl (-5.958, -4.687, -1.562)
C (-5.447, -3.160, -0.843)
C (-4.196, -2.473, -1.496)
Cl (-2.839, -3.672, -1.576)
H (-5.293, -3.374, 0.214)
H (-6.326, -2.526, -0.727)
H (-3.903, -1.594, -0.921)
H (-4.297, -2.123, -2.523)

Values from the calculation:
- Largest force on an atom: 6.6 eV/A
- 2S+1: 1
- DFT total energy: -4817.8717 a.u.
- LUMO: 0.4 eV
- Net charge: 0
- Gap between HOMO and LUMO: 9.642 eV
- Energy relative to the best compared isomer or geometry (same formula, charge and spin): 86.9 kJ/mol
- HOMO energy: -9.21 eV
- M: 633.1 g mol⁻¹


# C17H39N4O11V

C17H39N4O11V as an isolated structure in a non-equilibrium geometry (ωB97M-V with the def2-TZVPD basis set, OMol25).

Atoms and positions in Å:
O (-0.917, 0.243, 1.079)
V (-0.733, 0.081, -0.434)
O (0.648, 0.812, -0.883)
O (-3.334, -1.498, -3.016)
C (-2.408, -1.018, -2.184)
O (-1.418, -0.365, -2.609)
O (-2.523, -1.196, -0.945)
H (-3.131, -1.148, -3.895)
C (7.957, 1.226, -0.326)
O (6.904, 1.302, -1.249)
C (6.855, 2.621, -1.832)
C (5.725, 2.659, -2.837)
O (4.517, 2.280, -2.238)
C (3.590, 1.812, -3.215)
H (8.107, 0.171, -0.082)
H (7.775, 1.693, 0.646)
H (8.912, 1.575, -0.733)
H (7.834, 2.712, -2.316)
H (6.739, 3.378, -1.052)
H (5.951, 2.079, -3.735)
H (5.708, 3.707, -3.178)
H (2.644, 1.759, -2.680)
H (3.909, 0.903, -3.725)
H (3.484, 2.641, -3.931)
C (-1.971, -3.741, 1.834)
O (-1.437, -4.819, 1.630)
N (-2.235, -3.241, 3.071)
C (-2.748, -1.890, 3.191)
C (-2.105, -4.029, 4.294)
H (-2.287, -3.065, 1.022)
H (-3.744, -1.838, 3.640)
H (-2.797, -1.359, 2.244)
H (-2.063, -1.316, 3.821)
H (-2.938, -3.705, 4.919)
H (-2.289, -5.087, 4.120)
H (-1.104, -3.868, 4.689)
C (-4.646, 0.984, 4.814)
O (-4.299, 0.774, 5.960)
N (-3.853, 1.548, 3.885)
C (-2.499, 1.931, 4.204)
C (-4.280, 1.614, 2.498)
H (-5.638, 0.727, 4.419)
H (-2.324, 2.905, 3.730)
H (-1.740, 1.285, 3.753)
H (-2.302, 2.054, 5.262)
H (-4.881, 0.739, 2.265)
H (-4.761, 2.554, 2.210)
H (-3.344, 1.618, 1.933)
C (0.339, -2.786, -0.742)
O (0.467, -1.726, -0.120)
N (0.993, -3.898, -0.469)
C (0.943, -5.088, -1.320)
C (1.954, -3.951, 0.619)
H (-0.387, -2.895, -1.558)
H (0.240, -4.901, -2.128)
H (0.581, -5.912, -0.706)
H (1.944, -5.292, -1.689)
H (2.797, -4.561, 0.302)
H (2.372, -2.981, 0.892)
H (1.528, -4.316, 1.554)
C (-2.584, 2.815, -1.364)
O (-1.943, 2.302, -0.458)
N (-2.081, 3.256, -2.513)
C (-2.873, 3.900, -3.513)
C (-0.713, 2.937, -2.895)
H (-3.668, 2.980, -1.298)
H (-3.884, 4.147, -3.186)
H (-2.980, 3.312, -4.430)
H (-2.446, 4.855, -3.834)
H (-0.126, 2.469, -2.114)
H (-0.747, 2.289, -3.778)
H (-0.235, 3.838, -3.291)

Values from the calculation:
- Largest force on an atom: 3.5 eV/A
- 2S+1: 1
- DFT total energy: -2661.8538 a.u.
- LUMO: 0.0 eV
- Net charge: 0
- Gap between HOMO and LUMO: 8.879 eV
- HOMO energy: -8.93 eV
- M: 526.5 g mol⁻¹


# C17H39OP3SYb

C17H39OP3SYb as an isolated structure in a non-equilibrium geometry (ωB97M-V with the def2-TZVPD basis set, OMol25).

Atoms and positions in Å:
Yb (-0.817, -0.729, -1.563)
P (1.741, 1.083, 0.458)
P (-1.907, 1.905, 0.045)
P (0.888, 1.575, -2.221)
H (-0.607, -4.037, -1.257)
C (0.412, -4.014, -1.705)
C (1.422, -3.447, -1.023)
H (1.368, -3.286, 0.075)
C (1.897, 0.529, 2.203)
C (1.769, 2.897, 0.769)
C (3.483, 0.810, -0.054)
C (-3.555, 1.405, -0.586)
C (-2.434, 2.202, 1.781)
C (-1.892, 3.668, -0.477)
C (1.959, 0.488, -3.240)
C (1.513, 3.204, -2.767)
C (-0.635, 1.507, -3.254)
H (0.547, -4.610, -2.609)
H (2.321, -3.048, -1.502)
H (1.920, -0.573, 2.264)
H (1.065, 0.907, 2.822)
H (2.845, 0.923, 2.611)
H (0.939, 3.163, 1.438)
H (1.694, 3.483, -0.156)
H (2.721, 3.129, 1.262)
H (3.686, -0.269, -0.036)
H (4.131, 1.303, 0.679)
H (3.707, 1.205, -1.053)
H (-4.259, 2.226, -0.405)
H (-3.905, 0.515, -0.048)
H (-3.538, 1.193, -1.662)
H (-3.227, 2.962, 1.815)
H (-1.582, 2.559, 2.372)
H (-2.811, 1.272, 2.225)
H (-2.821, 4.147, -0.152)
H (-1.789, 3.765, -1.561)
H (-1.043, 4.159, 0.014)
H (1.825, 0.826, -4.284)
H (1.692, -0.585, -3.165)
H (3.009, 0.646, -2.948)
H (1.505, 3.181, -3.870)
H (2.543, 3.366, -2.414)
H (0.847, 4.005, -2.410)
H (-0.238, 1.624, -4.270)
H (-1.295, 2.355, -3.044)
H (-1.225, 0.562, -3.278)
C (-0.858, -3.079, -5.578)
C (-1.850, -2.850, -6.558)
C (-1.931, -3.648, -7.725)
C (-0.982, -4.644, -7.969)
C (0.040, -4.841, -7.034)
C (0.102, -4.077, -5.864)
S (-0.723, -2.041, -4.098)
H (-1.207, -2.859, -3.076)
H (-2.564, -2.037, -6.394)
H (-2.734, -3.471, -8.460)
H (-1.033, -5.227, -8.905)
H (0.798, -5.594, -7.243)
H (0.912, -4.228, -5.156)
O (-1.006, -1.249, 0.791)
H (-0.744, -0.544, 1.441)
H (-0.941, -2.096, 1.279)

Values from the calculation:
- <S²>: 0.754
- Largest force on an atom: 2.4 eV/A
- 2S+1: 2
- DFT total energy: -3326.2722 a.u.
- LUMO (spin up / spin down): -9.3 / -11.9 eV
- Net charge: +3
- Gap between HOMO and LUMO (spin up / spin down): 7.016 / 4.465 eV
- Energy relative to the best compared isomer or geometry (same formula, charge and spin): 126.1 kJ/mol
- HOMO energy (spin up / spin down): -16.36 / -16.36 eV
- M: 557.5 g mol⁻¹